[1]
{"formula": "C19H36N3O22S6", "method": "ωB97M-V/def2-TZVPD", "elements": ["C", "N", "N", "C", "S", "C", "C", "C", "C", "C", "C", "O", "C", "N", "O", "H", "H", "H", "H", "H", "H", "H", "H", "H", "H", "H", "H", "H", "H", "H", "H", "C", "C", "O", "S", "O", "O", "O", "H", "H", "H", "H", "C", "C", "O", "S", "O", "O", "O", "H", "H", "H", "H", "C", "C", "O", "S", "O", "O", "O", "H", "H", "H", "H", "C", "C", "O", "S", "O", "O", "O", "H", "H", "H", "H", "C", "C", "O", "S", "O", "O", "O", "H", "H", "H", "H"], "coordinates": [[1.9050, 0.3946, -0.7984], [1.6820, -0.0783, 0.6508], [1.7127, -1.4629, 0.7571], [1.9720, -1.8749, -0.6838], [2.1018, -3.6433, -1.3980], [0.4430, -3.8124, -2.3333], [-0.7812, -3.6641, -1.2378], [-2.2907, -3.5778, -1.9528], [-3.2279, -2.7376, -0.8919], [-4.8045, -3.1837, -0.8602], [-5.7784, -2.9038, -2.1470], [-6.6407, -1.7015, -1.8994], [-6.2107, -1.0035, -0.6517], [-5.3969, -2.0947, 0.0597], [2.1020, -0.7884, -1.6691], [1.8884, 1.5352, -1.1216], [0.4391, -4.8284, -2.9224], [0.4225, -2.8588, -3.0513], [-0.7531, -4.6036, -0.5105], [-0.7052, -2.6769, -0.5799], [-2.2508, -2.9952, -2.9752], [-2.7062, -4.6519, -2.1679], [-3.0697, -1.5837, -1.0365], [-2.7932, -2.9906, 0.1909], [-4.9959, -4.1459, -0.2191], [-5.4036, -3.1002, -3.2371], [-6.5883, -3.7681, -2.0215], [-7.0490, -0.5869, 0.0641], [-5.6472, -0.0366, -1.0111], [-4.6736, -1.5444, 0.5875], [-6.1091, -2.5680, 0.6571], [0.0483, 3.4234, 1.8890], [0.6856, 4.2980, 0.8127], [-0.1019, 4.0843, -0.3565], [-1.6443, 3.7961, 0.0890], [-2.3842, 5.0338, -0.0200], [-2.0759, 2.5640, -0.5291], [-1.3584, 3.5121, 1.6687], [0.3457, 2.3762, 1.7732], [0.2983, 3.7623, 2.8979], [1.7300, 4.0357, 0.6274], [0.6182, 5.3588, 1.0759], [2.6349, -9.0134, -4.0379], [3.4171, -7.7566, -4.4096], [2.6808, -6.6766, -3.8402], [1.9651, -7.1892, -2.4671], [2.7972, -6.7976, -1.3511], [0.5558, -6.8818, -2.5441], [2.1615, -8.7892, -2.7109], [1.7666, -9.1450, -4.6916], [3.2562, -9.9123, -4.0742], [3.5131, -7.6303, -5.4906], [4.4132, -7.7633, -3.9544], [7.5857, -7.4524, -8.1726], [7.1201, -6.5525, -7.0310], [5.8324, -6.0850, -7.4258], [5.1003, -7.2382, -8.3173], [4.2169, -7.9858, -7.4502], [4.6670, -6.6472, -9.5620], [6.4200, -8.1504, -8.6074], [7.9614, -6.8602, -9.0132], [8.3563, -8.1591, -7.8532], [7.7987, -5.7138, -6.8585], [7.0027, -7.1221, -6.1031], [-0.6487, 6.0412, 6.3392], [0.5256, 6.9918, 6.5560], [1.1309, 7.1359, 5.2732], [-0.0234, 7.0196, 4.1266], [-0.4160, 8.3578, 3.7442], [0.3812, 6.0147, 3.1712], [-1.1970, 6.3957, 5.0708], [-0.3095, 5.0017, 6.2852], [-1.4062, 6.1356, 7.1219], [1.2459, 6.6055, 7.2811], [0.1789, 7.9793, 6.8786], [-2.3952, 11.6984, 9.0495], [-3.1448, 10.6712, 8.2052], [-2.5965, 10.7937, 6.8948], [-1.0262, 11.2182, 7.0150], [-0.2248, 10.0202, 6.8983], [-0.8074, 12.3937, 6.2046], [-1.0475, 11.6650, 8.5827], [-2.7881, 12.7068, 8.8840], [-2.4351, 11.4638, 10.1165], [-4.2225, 10.8507, 8.1906], [-2.9504, 9.6531, 8.5588]], "total_energy_ha": -4953.5613, "homo_energy_ev": -10.755, "total_charge": 1}



[2]
{"formula": "C19H37BN3O2PdSi", "method": "ωB97M-V/def2-TZVPD", "elements": ["Pd", "N", "C", "C", "C", "N", "C", "C", "N", "C", "H", "H", "H", "H", "H", "H", "H", "H", "H", "H", "H", "H", "H", "H", "H", "H", "C", "C", "C", "C", "C", "C", "C", "C", "O", "B", "O", "C", "C", "H", "H", "H", "H", "H", "H", "H", "H", "H", "H", "H", "H", "C", "Si", "C", "C", "H", "H", "H", "H", "H", "H", "H", "H", "H"], "coordinates": [[1.6120, -0.1750, 0.0701], [6.9268, 5.2375, -0.1658], [4.5883, 3.2063, -0.2973], [5.2167, 2.0334, -1.0332], [4.2476, 0.8723, -1.3342], [3.8163, 0.2199, -0.0654], [3.0319, 1.4019, -2.0926], [2.3355, 2.5634, -1.3844], [1.6650, 2.0871, -0.1365], [3.3580, 3.6717, -1.0594], [7.6808, 4.6938, 0.2449], [6.0947, 4.6006, -0.1817], [7.1990, 5.3742, -1.1352], [4.3448, 2.9531, 0.7530], [6.0847, 1.6374, -0.4881], [5.5985, 2.3797, -2.0081], [4.7196, 0.0965, -1.9494], [3.9203, 0.9451, 0.6494], [4.4666, -0.5162, 0.1811], [2.3136, 0.5891, -2.2509], [3.3598, 1.7434, -3.0807], [1.5464, 2.9335, -2.0494], [0.7725, 2.5523, -0.0321], [2.2532, 2.3993, 0.6375], [2.8396, 4.4756, -0.5202], [3.6653, 4.1000, -2.0280], [-7.4349, -0.5920, 0.4721], [-6.2245, -1.0661, 1.2760], [-6.3067, -0.4415, 2.6756], [-6.3048, -2.5938, 1.4012], [-4.8989, -0.6753, 0.6192], [-4.8362, 0.0517, -0.5658], [-3.6200, 0.4078, -1.1638], [-2.4667, 0.0122, -0.5343], [-1.1704, 0.2188, -0.8876], [-0.3511, -0.4056, 0.1135], [-1.2461, -0.9774, 1.0657], [-2.5135, -0.7110, 0.6495], [-3.7001, -1.0648, 1.2412], [-8.3511, -0.8964, 0.9830], [-7.4490, -1.0274, -0.5287], [-7.4530, 0.4949, 0.3738], [-7.2449, -0.7212, 3.1625], [-6.2613, 0.6474, 2.6140], [-5.4844, -0.7734, 3.3099], [-7.2575, -2.8890, 1.8489], [-5.5029, -2.9877, 2.0260], [-6.2246, -3.0647, 0.4198], [-5.7482, 0.3591, -1.0571], [-3.5905, 0.9719, -2.0864], [-3.6923, -1.6305, 2.1641], [0.7883, -3.2487, -1.4075], [1.5801, -2.4610, 0.1240], [3.3773, -3.0813, 0.0893], [0.8214, -3.3748, 1.5950], [0.9479, -4.3320, -1.4272], [1.2042, -2.8250, -2.3250], [-0.2896, -3.0646, -1.4258], [3.4034, -4.1758, 0.0640], [3.9313, -2.7556, 0.9743], [3.9075, -2.7131, -0.7934], [0.9588, -4.4556, 1.4823], [-0.2438, -3.1656, 1.6800], [1.2894, -3.0691, 2.5343]], "total_energy_ha": -1503.3012, "homo_energy_ev": -2.501, "total_charge": -1}



[3]
{"formula": "C19H37ClPrSi4", "method": "ωB97M-V/def2-TZVPD", "elements": ["C", "C", "C", "H", "C", "C", "H", "H", "H", "H", "Pr", "Cl", "C", "C", "C", "H", "C", "C", "H", "H", "H", "H", "C", "Si", "C", "C", "Si", "Si", "C", "C", "C", "Si", "C", "C", "C", "H", "H", "H", "H", "H", "H", "H", "H", "H", "H", "H", "H", "H", "H", "H", "H", "H", "H", "H", "H", "H", "H", "H", "H", "H", "H", "H"], "coordinates": [[3.4576, 0.9168, 1.0026], [3.8475, 2.2332, 0.5738], [3.8967, 2.2349, -0.8695], [3.9907, 3.0897, 1.2280], [3.5092, 0.9242, -1.3455], [3.2383, 0.1019, -0.1882], [2.8078, -0.8916, -0.1918], [3.2126, 0.6121, 2.0136], [4.1202, 3.0897, -1.4967], [3.3293, 0.6317, -2.3767], [1.4650, 1.8118, -0.2263], [0.6375, 1.8333, 2.1431], [-0.4315, 3.2942, -0.7315], [0.1274, 2.9266, -2.0299], [1.4105, 3.5771, -2.1501], [-0.2870, 2.1806, -2.7012], [1.6491, 4.3376, -0.9556], [0.5197, 4.1754, -0.0768], [0.4479, 4.5190, 0.9521], [-1.2955, 2.8287, -0.2656], [2.1008, 3.4335, -2.9752], [2.5513, 4.8877, -0.7101], [-0.7171, -0.5400, -3.2562], [-0.5149, -1.6697, -1.7825], [-1.9858, -2.8306, -1.7353], [1.0500, -2.6633, -2.0144], [-0.3872, -0.4351, 0.1648], [-2.5288, 0.2431, 0.6583], [-3.5604, -1.1889, 1.3071], [-2.5983, 1.5294, 2.0310], [-3.4069, 0.8931, -0.8703], [0.2285, -1.8960, 1.8398], [-0.7527, -3.5015, 1.7388], [2.0176, -2.4616, 1.8090], [-0.0749, -1.1685, 3.5438], [-0.8096, -1.1700, -4.1515], [0.1760, 0.0892, -3.3508], [-1.6129, 0.0754, -3.1469], [-1.9899, -3.4007, -2.6738], [-1.9108, -3.5239, -0.8941], [-2.9120, -2.2561, -1.6630], [1.9120, -1.9924, -2.0811], [1.1707, -3.3635, -1.1844], [0.9524, -3.2259, -2.9530], [-3.1410, -1.5378, 2.2527], [-4.5779, -0.8147, 1.4868], [-3.5962, -2.0017, 0.5770], [-2.0866, 2.4510, 1.7452], [-3.6520, 1.7573, 2.2276], [-2.1421, 1.1290, 2.9405], [-2.8812, 1.7469, -1.3055], [-3.4858, 0.0972, -1.6148], [-4.4182, 1.2055, -0.5724], [-0.4988, -4.0192, 0.8114], [-0.4542, -4.1281, 2.5900], [-1.8273, -3.3151, 1.7905], [2.6850, -1.6141, 1.9887], [2.1578, -3.1880, 2.6197], [2.2537, -2.9412, 0.8553], [0.5616, -0.2922, 3.7042], [-1.1280, -0.8946, 3.6540], [0.1812, -1.9306, 4.2914]], "total_energy_ha": -2881.5053, "de_lowest_kj_mol": 100.9, "multiplicity": 3, "homo_energy_ev": [-3.406, -3.368], "total_charge": -1}